# 1
The following is a DFT calculation (ωB97M-V/def2-TZVPD) of C59H81BN5O3S2Si2TeTi as an isolated structure.

Calculated values
Relative energy (zero: lowest compared OMol25 entry of this formula, charge and spin) ... 0.0 kJ/mol
Electronic energy ... -144604.12932 eV

The geometry in ORCA input format:
```
! wB97M-V def2-TZVPD RIJCOSX def2/J DEFGRID3
* xyz 1 1
Ti 0.7261 0.1876 0.5503
C 1.1865 4.1896 5.3215
C -0.2595 3.8177 5.0139
N -0.5206 3.5644 3.5840
C -1.1992 4.6402 2.8556
C -0.3452 5.8972 2.7545
C -0.1805 2.4060 3.0291
S -0.6280 2.0713 1.4028
N 0.4857 1.5697 3.8673
C 1.0982 0.4899 3.5135
O 1.1851 0.0170 2.2969
C 1.8319 -0.2669 4.5481
C 2.7792 -1.2140 4.1660
C 3.4894 -1.9106 5.1302
C 3.2467 -1.6729 6.4761
C 2.2998 -0.7305 6.8602
C 1.5976 -0.0239 5.9008
H 1.2880 4.4036 6.3864
H 1.4942 5.0759 4.7662
H 1.8513 3.3653 5.0673
H -0.9275 4.6268 5.3070
H -0.5400 2.9278 5.5719
H -2.1364 4.8564 3.3721
H -1.4422 4.2874 1.8603
H -0.1777 6.3613 3.7270
H -0.8598 6.6237 2.1247
H 0.6209 5.6715 2.2997
H 2.9635 -1.3846 3.1131
H 4.2297 -2.6418 4.8352
H 3.8021 -2.2170 7.2296
H 2.1122 -0.5487 7.9101
H 0.8614 0.7154 6.1858
S 4.2020 -1.2258 -2.1766
C 2.9446 -2.3675 -2.5198
C 2.9919 -3.4796 -3.3510
C 1.8311 -4.2075 -3.5275
C 0.6441 -3.8206 -2.8965
C 0.6037 -2.7243 -2.0561
C 1.7759 -2.0013 -1.8463
N 1.9274 -0.8844 -1.0279
C 3.1235 -0.3689 -1.1400
C 3.4727 0.8341 -0.4000
C 4.7682 1.3467 -0.4006
C 5.0650 2.4482 0.3785
C 4.0644 3.0148 1.1585
C 2.7736 2.5030 1.1319
C 2.4271 1.4109 0.3377
H 3.9092 -3.7563 -3.8553
H 1.8363 -5.0714 -4.1788
H -0.2591 -4.3906 -3.0750
H -0.3159 -2.4030 -1.5838
H 5.5408 0.8767 -1.0004
H 6.0659 2.8587 0.3883
H 4.2894 3.8674 1.7876
H 2.0216 2.9895 1.7405
C 2.7461 -4.9439 3.0864
Si 2.3437 -5.2975 1.2971
C 3.5299 -4.3698 0.1930
C 2.4313 -7.1356 0.9728
C 0.5879 -4.7368 0.9051
Te 0.1502 -2.6708 1.2989
C -0.3412 -2.9385 3.3671
Si -2.1808 -3.3143 3.5929
C -3.1428 -1.8620 2.9052
C -2.6540 -4.8937 2.7087
C -2.4850 -3.5230 5.4261
H 3.7840 -5.2080 3.3064
H 2.1077 -5.5193 3.7636
H 2.6092 -3.8853 3.3126
H 4.5662 -4.6408 0.4125
H 3.4278 -3.2886 0.3325
H 3.3385 -4.5966 -0.8591
H 3.4318 -7.5213 1.1858
H 2.1974 -7.3699 -0.0691
H 1.7236 -7.6794 1.6043
H -0.1536 -5.2916 1.4839
H 0.3566 -4.8818 -0.1528
H -0.0995 -2.0038 3.8764
H 0.3241 -3.7087 3.7602
H -2.7475 -1.5454 1.9358
H -3.0936 -1.0030 3.5822
H -4.1984 -2.1082 2.7623
H -2.5786 -4.7887 1.6221
H -3.6872 -5.1593 2.9466
H -2.0223 -5.7317 3.0182
H -2.2658 -2.6077 5.9817
H -1.8580 -4.3192 5.8365
H -3.5273 -3.7906 5.6180
O -0.3084 0.7655 -1.1124
O -0.7976 -0.3138 -0.2904
C -3.3085 3.4474 -0.4179
C -4.5236 2.8432 -1.1131
C -4.7084 3.4527 -2.5060
C -4.5574 1.3158 -1.0628
C -5.6176 0.7641 -0.3440
C -5.8091 -0.6019 -0.2487
C -4.9450 -1.4556 -0.9074
C -3.8655 -0.9597 -1.6307
C -3.0185 -1.9208 -2.4494
C -2.7569 -3.2416 -1.7244
C -3.7099 -2.1929 -3.7928
C -3.6565 0.4267 -1.6733
N -2.5506 0.9256 -2.4481
B -1.1555 1.1168 -2.2045
N -0.6101 1.7367 -3.3646
C -1.6478 1.8375 -4.3030
C -2.7764 1.3486 -3.7722
C 0.7308 2.1746 -3.5988
C 1.4861 1.5603 -4.6027
C 2.8194 1.9373 -4.7472
C 3.3857 2.8795 -3.9102
C 2.6051 3.5216 -2.9585
C 1.2604 3.2099 -2.8034
C 0.3706 4.0387 -1.8818
C -0.6557 4.8388 -2.6994
C 1.1458 5.0192 -1.0059
C 0.8771 0.5664 -5.5759
C 0.6161 1.2556 -6.9220
C 1.7481 -0.6676 -5.7896
H -3.3962 4.5376 -0.3912
H -2.3833 3.1965 -0.9410
H -3.2349 3.0764 0.6033
H -5.3943 3.1538 -0.5334
H -3.8012 3.3806 -3.1052
H -4.9544 4.5118 -2.4040
H -5.5250 2.9685 -3.0454
H -6.3219 1.4310 0.1385
H -6.6439 -0.9968 0.3167
H -5.1241 -2.5216 -0.8678
H -2.0624 -1.4388 -2.6620
H -3.6761 -3.8168 -1.6032
H -2.3270 -3.0738 -0.7355
H -2.0717 -3.8633 -2.3052
H -4.6991 -2.6256 -3.6265
H -3.1255 -2.8942 -4.3933
H -3.8337 -1.2744 -4.3677
H -1.4941 2.2766 -5.2745
H -3.7535 1.2564 -4.2168
H 3.4214 1.4848 -5.5265
H 4.4311 3.1424 -4.0165
H 3.0561 4.2859 -2.3400
H -0.1604 3.3595 -1.2082
H -0.1298 5.5241 -3.3690
H -1.2905 5.4312 -2.0355
H -1.3012 4.2048 -3.3008
H 1.6135 5.8010 -1.6088
H 1.9197 4.5225 -0.4177
H 0.4527 5.5037 -0.3151
H -0.0769 0.2257 -5.1724
H 1.5622 1.5451 -7.3857
H 0.0186 2.1609 -6.8055
H 0.0933 0.5826 -7.6046
H 2.6460 -0.4327 -6.3659
H 1.1915 -1.4274 -6.3420
H 2.0521 -1.0955 -4.8388
*
```


# 2
The following is a DFT calculation (ωB97M-V/def2-TZVPD) of a 14-piece molecular cluster, C59H83N13O2 overall.

Calculated values
Electronic energy ... -85990.94466 eV

The geometry in ORCA input format:
```
! wB97M-V def2-TZVPD RIJCOSX def2/J DEFGRID3
* xyz 0 1
C 3.1863 -2.8982 0.0648
C 1.8724 -2.4323 -0.4440
C 1.6789 -0.9793 -0.0903
N 0.3043 -0.5028 -0.6938
C -0.9824 -1.1390 -0.1694
C -1.1369 -0.9505 1.3305
C -1.3452 0.5105 1.5642
C -0.1952 1.3324 1.0461
C 0.0356 0.9665 -0.4397
C 0.4594 -0.5602 -2.1591
H 3.4090 -2.7559 1.1175
H 3.9491 -2.2900 -0.4850
H 3.3644 -3.9219 -0.1921
H 1.0045 -3.0378 -0.1022
H 1.8739 -2.6920 -1.4979
H 2.4874 -0.3698 -0.4634
H 1.5422 -0.7463 0.9873
H -0.8762 -2.1672 -0.5645
H -1.6921 -0.6103 -0.8223
H -0.2455 -1.3441 1.8724
H -1.9088 -1.5629 1.7110
H -1.4489 0.7209 2.6422
H -2.2084 0.8851 0.9767
H 0.7023 1.1541 1.6131
H -0.4775 2.3700 1.2349
H 0.8261 1.6008 -0.8289
H -0.8502 1.2135 -0.9674
H -0.1652 0.1872 -2.6980
H 0.2346 -1.5106 -2.6123
H 1.5205 -0.2916 -2.3523
C -4.2806 1.6653 -3.7156
C -2.7812 1.2882 -3.3847
O -1.9316 1.6268 -4.2351
O -2.5591 0.6748 -2.2934
H -4.6182 2.4175 -2.9327
H -4.9337 0.8073 -3.6396
H -4.3029 2.0785 -4.7270
N -3.9012 -2.4952 3.7608
C -3.6014 -2.3529 5.0876
C -3.0002 -3.5411 5.5374
C -2.9928 -4.4120 4.4103
C -3.6035 -3.8008 3.3347
H -4.2876 -1.7530 3.2117
H -3.7230 -1.3682 5.5382
H -2.6727 -3.7390 6.5197
H -2.5826 -5.3833 4.2493
H -3.9204 -4.3211 2.4688
N 4.1441 1.7819 0.0639
C 3.2460 2.5579 0.7322
C 3.1369 2.3122 2.0206
C 4.1093 1.2341 2.1939
C 4.7362 0.9291 1.0153
H 4.5368 1.8802 -0.8648
H 2.7879 3.3180 0.0899
H 2.6030 2.8773 2.8280
H 4.3263 0.6678 3.0764
H 5.4796 0.2239 0.8118
N 0.1442 5.8559 5.9680
C 1.5225 5.5025 6.1545
C 1.9707 5.2034 4.9327
C 0.9214 5.3473 3.9473
C -0.2021 5.7737 4.6092
H -0.4831 6.1043 6.7545
H 1.9658 5.4078 7.1418
H 3.0073 4.8770 4.7273
H 0.9828 5.1734 2.9058
H -1.2103 5.9250 4.2966
N -0.9122 2.3802 5.6782
C -0.3163 1.6815 6.7133
C -1.2567 0.8687 7.3133
C -2.4170 1.0581 6.5333
C -2.2175 2.0640 5.6151
H -0.5630 3.2884 5.2826
H 0.6511 1.9530 7.1221
H -1.2259 0.2641 8.2006
H -3.3613 0.6278 6.7086
H -2.8678 2.5864 4.9532
N -2.7699 3.1976 -0.5692
C -1.8119 4.0324 -1.1995
C -1.5533 5.0812 -0.3849
C -2.3020 4.8422 0.8211
C -3.0157 3.6659 0.6834
H -2.9902 2.2690 -0.9386
H -1.5655 3.7626 -2.1969
H -0.8233 5.8314 -0.6512
H -2.4045 5.4446 1.6793
H -3.7050 3.1758 1.4160
N 0.1207 -1.2104 4.4608
C 1.2153 -0.4363 4.1372
C 2.0822 -1.2112 3.4616
C 1.5273 -2.5217 3.3875
C 0.2801 -2.4706 4.0658
H -0.5886 -0.9152 5.0702
H 1.2256 0.6148 4.3321
H 3.0183 -0.8381 3.0675
H 2.0179 -3.4732 3.1530
H -0.4820 -3.2358 4.2441
N -0.6460 -4.1623 -2.6410
C -1.6885 -3.3259 -3.0756
C -2.7399 -3.5900 -2.1761
C -2.2883 -4.4993 -1.2271
C -1.0170 -4.8994 -1.5166
H 0.2430 -4.3475 -3.1172
H -1.5701 -2.7588 -4.0091
H -3.7181 -2.9986 -2.0002
H -2.8934 -4.8211 -0.3890
H -0.2879 -5.5870 -1.1136
N -4.7052 -0.7687 -0.3763
C -6.0805 -0.5580 -0.5398
C -6.7425 -1.3778 0.3473
C -5.6741 -2.2570 0.9236
C -4.5052 -1.7979 0.4595
H -4.1106 -0.3576 -1.0722
H -6.5474 0.1757 -1.1054
H -7.7143 -1.4393 0.7436
H -5.8177 -3.0509 1.6318
H -3.5221 -2.1812 0.5635
N 2.6906 -5.7999 -2.7297
C 1.8086 -6.7983 -2.9485
C 1.1839 -6.5438 -4.1594
C 1.7422 -5.3365 -4.6317
C 2.6432 -4.8895 -3.7270
H 3.4678 -5.9190 -2.0197
H 1.7577 -7.6807 -2.3240
H 0.4781 -7.1687 -4.6593
H 1.3302 -4.8141 -5.4992
H 3.2716 -3.9999 -3.6889
N 0.5969 2.9169 -3.6796
C 0.9231 3.3767 -4.8604
C 1.6273 4.5626 -4.7877
C 1.8567 4.7970 -3.3567
C 1.2731 3.7102 -2.7746
H -0.3069 2.4016 -3.5181
H 0.4923 2.9013 -5.7084
H 1.8916 5.1383 -5.6360
H 2.4013 5.5879 -2.8792
H 0.9624 3.5112 -1.7685
N 4.0632 2.4562 -3.0646
C 3.9072 1.0909 -3.3196
C 5.1809 0.5704 -3.2914
C 6.1026 1.6052 -2.9454
C 5.3836 2.7577 -2.7486
H 3.3139 3.1474 -3.0248
H 2.9412 0.6805 -3.4936
H 5.3453 -0.4446 -3.1698
H 7.2156 1.6395 -3.0591
H 5.5480 3.8422 -2.5988
N 1.5541 -0.2883 -5.3657
C 0.3737 -0.9900 -5.5654
C 0.6757 -2.2620 -5.9387
C 2.1116 -2.3660 -5.9742
C 2.6218 -1.1215 -5.7609
H 1.6261 0.7530 -5.3535
H -0.4964 -0.4782 -5.3078
H 0.0474 -3.0546 -6.1771
H 2.8594 -3.1092 -6.2763
H 3.6193 -0.6787 -5.8509
*
```


# 3
The following is a DFT calculation (ωB97M-V/def2-TZVPD) of a 16-piece molecular cluster, C59H90N16O5 overall.

Calculated values
Electronic energy ... -96717.78123 eV

The geometry in ORCA input format:
```
! wB97M-V def2-TZVPD RIJCOSX def2/J DEFGRID3
* xyz 0 1
C -22.2229 -13.8961 -9.2180
O -21.8804 -14.6228 -8.2990
N -23.4932 -13.6834 -9.6335
C -23.8651 -12.4495 -10.3655
C -24.5560 -14.6541 -9.3519
H -21.5563 -13.1590 -9.6125
H -23.0207 -11.8107 -10.2655
H -24.7086 -12.0575 -9.8113
H -24.1272 -12.6967 -11.3649
H -25.3779 -14.2433 -8.7268
H -24.9738 -14.9149 -10.3333
H -24.1812 -15.5161 -8.7902
C -18.2678 -17.8800 -11.2644
O -19.1006 -18.0161 -10.3948
N -17.0775 -18.4225 -11.2692
C -16.4032 -18.4456 -12.6154
C -16.7327 -19.4248 -10.2707
H -18.4265 -17.1899 -12.1224
H -16.7856 -19.3297 -13.2299
H -15.3209 -18.4381 -12.5443
H -16.7218 -17.5240 -13.1904
H -15.6606 -19.5865 -10.1960
H -17.1687 -19.2544 -9.2928
H -17.0352 -20.4247 -10.5485
C -24.5457 -10.4840 -15.8123
O -23.5533 -10.3470 -16.4601
N -24.9333 -11.7206 -15.3291
C -25.8834 -11.9515 -14.1902
C -24.0563 -12.8061 -15.6336
H -25.2638 -9.6500 -15.5922
H -26.6579 -12.5334 -14.6090
H -26.3282 -11.0101 -13.9182
H -25.3745 -12.4605 -13.3492
H -23.2674 -12.5896 -16.3108
H -23.5987 -13.1945 -14.6935
H -24.5536 -13.7146 -16.1065
C -19.8438 -16.0981 -6.4061
O -19.2147 -15.0480 -6.3969
N -20.9705 -16.2236 -5.7128
C -21.4595 -15.1810 -4.8664
C -21.8152 -17.3289 -6.0407
H -19.4621 -16.9428 -7.0401
H -20.5719 -14.5467 -4.6122
H -21.8773 -15.6018 -3.9979
H -22.1996 -14.5404 -5.3263
H -21.2945 -18.0240 -6.7107
H -22.0592 -17.9851 -5.1481
H -22.7407 -17.0398 -6.5068
C -16.6997 -15.6996 -9.0124
O -17.0105 -15.5511 -10.1939
N -15.4602 -16.1342 -8.5773
C -15.2268 -16.3669 -7.1757
C -14.3527 -16.7122 -9.4052
H -17.3694 -15.4079 -8.1504
H -15.3585 -17.4716 -7.0677
H -15.8310 -15.8252 -6.5708
H -14.1507 -16.2056 -6.9190
H -13.6459 -15.8786 -9.6021
H -13.9673 -17.4600 -8.6856
H -14.8612 -17.2123 -10.1832
N -17.9587 -10.5340 -14.3577
C -17.2136 -9.4290 -13.9213
C -16.2973 -9.9633 -13.0385
C -16.4077 -11.3588 -13.0094
C -17.4223 -11.6918 -13.8543
H -18.7884 -10.5807 -14.8900
H -17.4666 -8.4023 -14.1805
H -15.4392 -9.4374 -12.6089
H -15.7656 -12.0735 -12.4776
H -17.9589 -12.5903 -14.1058
N -16.7914 -14.9200 -12.8396
C -17.5615 -15.1334 -13.9125
C -16.7740 -15.2372 -15.0022
C -15.4313 -14.9518 -14.5798
C -15.5029 -14.7190 -13.2163
H -17.1256 -14.7873 -11.8737
H -18.6373 -15.2563 -13.8071
H -17.1980 -15.5383 -15.9299
H -14.4735 -14.9935 -15.1068
H -14.7130 -14.5490 -12.5320
N -23.6024 -18.2523 -12.2231
C -24.7477 -18.8843 -11.8606
C -25.7772 -18.0207 -12.0504
C -25.2515 -16.8041 -12.6485
C -23.9493 -17.0258 -12.7505
H -22.6712 -18.6462 -12.2101
H -24.7429 -19.8981 -11.4925
H -26.8499 -18.0986 -11.8089
H -25.6835 -15.8706 -12.8783
H -23.1240 -16.3635 -12.9561
N -21.7754 -9.5970 -11.6127
C -20.6454 -9.5681 -12.4015
C -21.0454 -9.4612 -13.7423
C -22.4802 -9.2694 -13.7777
C -22.8477 -9.4063 -12.4281
H -21.9116 -9.6181 -10.6266
H -19.6708 -9.6480 -12.0255
H -20.3966 -9.4224 -14.6159
H -23.1427 -9.0022 -14.5451
H -23.8108 -9.4087 -11.9629
N -19.7563 -20.5426 -13.7611
C -21.1286 -20.2422 -13.5982
C -21.3927 -19.2481 -14.4721
C -20.2202 -18.9814 -15.2296
C -19.2841 -19.7965 -14.7862
H -19.2780 -21.2122 -13.1820
H -21.7703 -20.8222 -12.9425
H -22.2946 -18.6503 -14.5485
H -20.0773 -18.2673 -16.0278
H -18.2712 -19.8928 -15.1889
N -21.2568 -19.8942 -9.6414
C -22.5629 -20.2938 -9.6634
C -22.5700 -21.6700 -9.9627
C -21.2296 -22.0971 -10.0431
C -20.4792 -20.9432 -9.9387
H -20.9072 -18.9347 -9.7903
H -23.3805 -19.5905 -9.4636
H -23.4860 -22.1974 -9.8724
H -20.8991 -23.1284 -10.2132
H -19.4266 -20.8479 -10.0607
N -19.8239 -12.2697 -7.3570
C -19.0277 -11.3953 -8.0649
C -19.8347 -10.2942 -8.3715
C -21.0735 -10.5079 -7.7312
C -21.0462 -11.7092 -7.0776
H -19.6430 -13.2308 -7.0772
H -18.0509 -11.7750 -8.3877
H -19.5580 -9.4339 -9.0175
H -21.9008 -9.7656 -7.8478
H -21.8054 -12.2022 -6.4788
N -22.8127 -16.3242 -16.2969
C -23.4537 -17.2458 -17.1047
C -23.0649 -16.9122 -18.3871
C -22.2144 -15.8362 -18.3446
C -22.0161 -15.4829 -17.0326
H -22.9530 -16.2440 -15.2922
H -24.0547 -18.0409 -16.7163
H -23.1912 -17.5312 -19.2323
H -21.7087 -15.3783 -19.2028
H -21.3775 -14.6743 -16.5877
N -21.3204 -5.8017 -13.3803
C -22.1281 -5.0760 -12.5508
C -21.3683 -4.2105 -11.8254
C -20.0199 -4.4029 -12.2105
C -19.9986 -5.4592 -13.1429
H -21.6702 -6.5864 -13.8856
H -23.1634 -5.3037 -12.4383
H -21.7754 -3.4925 -11.2338
H -19.1937 -3.8056 -11.7983
H -19.1948 -5.7431 -13.8102
N -18.5597 -11.6230 -18.0497
C -19.8273 -11.1416 -17.7786
C -20.3457 -11.8639 -16.7762
C -19.4045 -12.8905 -16.4073
C -18.3249 -12.7204 -17.2450
H -17.9799 -11.1949 -18.7515
H -20.2343 -10.2421 -18.2382
H -21.4000 -11.7761 -16.4304
H -19.5157 -13.7131 -15.7052
H -17.4210 -13.2557 -17.3299
N -19.6107 -14.6370 -11.2279
C -20.5757 -15.4184 -11.9001
C -21.1882 -14.5634 -12.8107
C -20.5951 -13.2656 -12.7019
C -19.6802 -13.4007 -11.6923
H -18.9320 -14.9131 -10.5116
H -20.7445 -16.4133 -11.6579
H -21.9876 -14.8247 -13.5332
H -20.8074 -12.3336 -13.2043
H -19.0275 -12.6348 -11.2907
*
```